Entry 1:
Molecular formula: C42H37N2P2SY
Method: DFT, ωB97M-V/def2-TZVPD

The value obtained for the energy above the lowest of the compared OMol25 structures with the same formula, charge and spin is 1.1 kcal/mol. Its HOMO energy is -12.665 eV. The charge is +2.

Last column: Löwdin charge in e.
CARTESIAN COORDINATES (ANGSTROEM)
H1 -1.6455 -1.3531 0.1729  0.100
C1 -4.6568 3.3560 1.3549  -0.080
C2 2.1638 3.4073 2.5759  -0.107
C3 -0.8457 0.3602 4.1466  -0.031
H2 -1.0376 5.1260 -3.8453  0.114
C4 0.6788 6.4414 -1.2037  -0.064
H3 -5.5799 0.2743 0.2348  0.117
C5 -2.6723 0.1588 2.3108  -0.242
H4 2.7508 1.5041 -2.0205  0.089
C6 1.3491 7.4622 -3.2780  -0.038
H5 -2.3906 -1.5671 -4.0305  0.122
C7 4.6251 0.6111 -2.5366  -0.063
H6 4.0049 6.1440 3.3236  0.115
C8 5.9108 -0.2881 -0.7086  -0.050
P1 2.4761 1.2792 0.8389  0.985
C9 4.9244 0.0994 0.1840  -0.078
H7 -3.1714 7.7883 1.6584  0.121
H8 4.5129 0.8097 -3.5940  0.113
C10 5.7610 -0.0309 -2.0662  -0.050
H9 -3.7768 3.9333 1.6111  0.076
H10 3.0999 0.2447 2.9608  0.105
H11 5.4756 5.1328 1.6160  0.116
H12 -1.3539 -2.4865 -1.9838  0.122
C11 -2.0582 -0.8946 -0.7256  -0.169
P2 -2.8959 1.3117 0.8781  1.029
H13 1.2518 2.9075 2.8877  0.088
C12 -1.1593 4.4938 1.6075  -0.128
H14 2.4973 -0.9373 1.7947  0.099
H15 -2.5463 6.7754 -0.5003  0.126
N1 -0.1041 3.1483 -0.8872  -0.463
C13 -0.2087 5.6531 -1.9283  -0.418
C14 -0.3308 5.7472 -3.3093  -0.074
C15 -1.2732 0.2194 2.8591  -0.396
S1 -1.1505 4.3764 -1.1499  1.080
C16 3.7749 0.7417 -0.2805  -0.408
C17 -2.6066 6.8659 1.6428  -0.043
C18 3.7175 5.2194 2.8407  -0.059
H16 1.8880 5.0288 3.9496  0.111
C19 4.5441 4.6516 1.8828  -0.057
H17 -2.5009 6.7094 3.7798  0.120
C20 -2.2580 6.2976 0.4286  -0.072
H18 -3.9282 1.7362 -1.7859  0.115
H19 -1.4757 0.4466 5.0187  0.112
C21 -3.3602 0.8144 -1.8191  -0.085
C22 -1.9087 -1.5581 -1.9457  -0.054
H20 -3.3803 0.4940 3.0706  0.103
C23 -6.9206 1.8786 0.6858  -0.050
H21 -3.6730 0.5474 -3.9156  0.122
H22 -6.0207 4.9459 1.8168  0.113
H23 6.7985 -0.7906 -0.3488  0.118
C24 -7.0435 3.1894 1.1328  -0.047
C25 -3.2141 0.1448 -3.0221  -0.037
N2 -0.1741 0.1216 2.0021  -0.147
Y1 -0.2045 1.1404 0.0974  1.371
C26 -2.8054 0.2880 -0.6414  -0.438
C27 0.5836 0.3350 4.1213  -0.038
C28 1.4602 7.3522 -1.8961  -0.043
C29 -2.4904 -1.0434 -3.0895  -0.044
C30 2.3289 0.0586 2.2134  -0.254
H24 6.5342 -0.3341 -2.7597  0.118
C31 2.5264 4.5946 3.1910  -0.065
H25 -7.8014 1.3058 0.4288  0.118
C32 4.1887 3.4581 1.2676  -0.070
C33 0.4584 6.6659 -3.9850  -0.046
H26 -8.0255 3.6351 1.2203  0.118
C34 -5.9175 3.9269 1.4686  -0.053
C35 2.9962 2.8296 1.6130  -0.361
H27 0.8197 3.5606 -0.7314  0.008
C36 -4.5339 2.0393 0.9107  -0.383
C37 0.9608 0.1820 2.8207  -0.415
H28 5.0529 -0.1026 1.2409  0.115
C38 -1.5090 5.0715 2.8220  -0.057
C39 -5.6684 1.2986 0.5765  -0.079
H29 -2.9765 -0.8499 2.0177  0.098
H30 -0.6489 3.5427 1.5833  0.048
H31 0.3721 6.7651 -5.0584  0.120
H32 1.2460 0.4013 4.9706  0.116
H33 2.1517 7.9842 -1.3552  0.120
H34 -1.2339 4.5872 3.7503  0.119
H35 1.9597 8.1810 -3.8080  0.121
C40 -1.5212 5.1171 0.4298  -0.430
H36 4.8433 3.0248 0.5216  0.107
H37 0.7530 6.3599 -0.1265  0.120
C41 -2.2268 6.2575 2.8357  -0.046
C42 3.6332 0.9941 -1.6447  -0.112

Entry 2:
Molecular formula: C36H62N3O2ReSSi2Te
Method: DFT, ωB97M-V/def2-TZVPD

Its HOMO energy (spin up / spin down) is -9.454 / -10.704 eV. Its spin multiplicity is 4. The charge is +1.

Last column: Mulliken spin population.
CARTESIAN COORDINATES (ANGSTROEM)
H1 -3.1347 -0.5801 0.5404  0.118
H2 -0.8568 3.1078 -4.0493  0.001
H3 5.8386 0.7056 -2.3390  0.000
N1 2.1410 1.1249 1.7233  0.002
C1 1.0425 0.4844 2.0677  0.113
H4 -4.7615 -0.9532 -0.0359  0.000
H5 -0.8249 5.9798 -0.3514  0.000
H6 6.2198 0.3361 -0.6588  0.000
H7 -0.8961 -4.3209 -2.1898  0.001
C2 -5.3554 2.5646 -3.0003  0.004
H8 -1.5036 -3.5980 2.5580  0.000
H9 -2.5658 1.9610 1.1492  0.052
C3 5.4043 0.5284 -1.3557  -0.008
O1 -0.5503 2.8401 0.3357  0.020
C4 2.7224 -5.5257 -1.3207  0.002
C5 1.8951 -2.7719 -0.2306  0.030
C6 0.7285 1.6483 5.6267  -0.001
H10 -3.9202 3.0902 1.2237  0.000
H11 -5.4975 1.3284 0.6151  0.003
C7 -1.1044 -3.5440 -1.4512  0.003
H12 -2.7390 -0.7539 -4.4603  -0.001
C8 0.5432 0.6574 3.4447  -0.045
H13 -0.8675 1.2050 6.9887  0.000
C9 -4.1890 -0.3267 0.6506  -0.083
C10 -0.3711 -5.7377 0.6061  0.000
C11 -1.7968 -0.2454 -4.2516  -0.010
C12 -4.4419 1.1567 0.3889  0.019
H14 4.4383 0.9756 2.3003  0.000
H15 5.2216 3.2517 2.9465  0.000
H16 -0.2227 -6.3925 -0.2545  0.000
H17 -4.2406 2.5222 -4.8251  0.000
C13 -3.1312 1.6369 -3.2332  0.013
C14 -0.4717 1.0506 5.9935  0.001
C15 2.5990 1.1882 0.4665  0.044
S1 1.6954 0.9985 -1.0113  0.065
C16 -3.1472 1.3236 -1.8572  0.058
H18 -0.6387 5.6404 1.9997  0.000
C17 -0.6983 2.0319 -3.9587  0.006
H19 -2.3508 5.1086 -0.2843  0.001
H20 0.3745 4.0667 -1.0439  0.006
H21 2.1683 1.9127 4.0519  0.001
C18 4.5904 3.1217 2.0677  0.002
H22 0.6082 -5.3965 0.9437  0.000
C19 -0.2539 3.5460 1.5457  0.006
C20 -2.0045 1.2701 -4.1859  0.004
H23 5.1899 2.6126 -0.7963  0.001
H24 -0.6482 -2.4289 1.5564  -0.013
C21 4.5676 1.7259 -0.9313  0.008
H25 3.6961 -1.8858 -2.6028  0.003
H26 -3.3110 -5.7460 -0.8268  0.000
H27 1.2651 2.2649 6.3350  0.000
C22 -0.6367 3.8397 -0.6868  0.001
C23 -4.2453 2.2692 -3.7719  -0.004
H28 3.8292 1.9619 -1.6912  0.005
C24 -1.1633 0.2548 5.0901  0.000
C25 4.7186 1.7007 1.5421  -0.001
C26 -4.2915 1.5583 -1.0695  -0.010
Te1 0.4496 -2.0980 -1.6455  0.111
H29 -4.4880 -0.5785 1.6703  0.004
H30 -3.6086 -5.5199 0.8950  0.000
H31 -0.2676 1.8394 -2.9771  0.003
C27 -3.6365 2.0427 1.3404  0.001
H32 4.5428 -4.3705 1.0517  0.000
H33 -1.9772 -2.9931 -1.8162  -0.002
C28 -1.1130 4.8051 1.4873  0.004
H34 5.6549 -4.0646 -0.2813  0.000
H35 -1.0869 -0.5007 -5.0398  0.001
H36 -0.7970 -6.3452 1.4082  0.000
H37 5.7456 1.4930 1.2444  0.000
H38 3.1159 -3.3153 -3.4485  0.002
H39 3.4681 -6.0821 -1.8926  0.000
H40 -3.9795 -4.2205 -0.2407  0.000
H41 -6.2089 3.0632 -3.4399  0.001
H42 -1.1869 -0.5625 3.1029  -0.003
H43 -2.3599 1.5713 -5.1747  0.000
C29 -0.6570 0.0548 3.8165  0.001
O2 0.3896 -0.3276 1.2982  0.140
N2 -1.9941 0.8343 -1.2502  -0.051
H44 -1.2162 3.4214 -1.5067  -0.003
C30 3.7670 -2.9759 -2.6404  -0.001
H45 -2.0963 -0.2097 5.3798  0.000
H46 4.7828 -0.3662 -1.4135  0.007
H47 2.5453 -6.0665 -0.3905  0.000
H48 0.8161 3.7878 1.5687  -0.003
Si1 -1.5465 -4.3395 0.2168  0.004
H49 1.7947 -5.5361 -1.8990  0.000
Si2 3.3017 -3.7800 -1.0142  0.002
C31 4.7291 -3.7281 0.1889  0.002
H50 4.9046 3.8498 1.3188  0.000
Re1 -0.5585 0.2338 -0.4907  2.347
H51 -3.8274 1.7531 2.3760  0.000
H52 2.2870 -1.8407 0.1860  -0.003
H53 -1.4130 -0.6323 -3.3070  -0.005
H54 1.3581 -3.2818 0.5685  -0.002
H55 -2.4183 -2.4573 1.5734  -0.005
H56 3.5585 3.3306 2.3471  0.000
H57 -2.0749 4.6234 1.9635  0.000
H58 -0.4898 2.8938 2.3839  -0.001
N3 3.8871 1.4878 0.3448  0.023
C32 -5.3764 2.1872 -1.6692  -0.007
H59 0.0393 1.7368 -4.7075  0.001
H60 -6.2607 2.3766 -1.0731  0.000
C33 -1.2946 5.0535 -0.0246  -0.002
H61 4.8944 -2.7129 0.5575  0.000
C34 -3.2693 -5.0184 -0.0138  0.000
C35 -1.5241 -3.0811 1.5950  0.017
H62 4.7922 -3.2326 -2.9145  0.000
C36 1.2374 1.4533 4.3550  -0.002

Entry 3:
Molecular formula: C3H4NOP
Method: DFT, ωB97M-V/def2-TZVPD

The value obtained for the energy above the lowest of the compared OMol25 structures with the same formula, charge and spin is 86.8 kcal/mol. Its HOMO energy (spin up / spin down) is -7.083 / -6.877 eV.

Last column: natural (NBO) charge in e.
CARTESIAN COORDINATES (ANGSTROEM)
H1 0.7296 1.9518 0.1455  0.210
H2 1.0314 -1.5796 2.1383  0.202
N1 0.7215 0.1174 1.0332  -0.277
H3 -0.2761 1.0385 -1.9364  0.205
C1 0.4230 -0.7710 1.7924  0.023
O1 -1.4910 -0.0027 -0.6683  -0.787
H4 0.3199 -0.5926 -1.5066  0.194
C2 0.5593 0.8945 0.0431  -0.090
C3 -0.1675 0.3142 -1.1295  -0.108
P1 -1.8501 -1.3705 0.0884  0.428

Ordered max |F| results: 1.6; 0.8; 1.0; unit eV/A.
Ordered total energy results: -77578.8010; -82914.3005; -15997.2495; unit eV.